1.
The following is a DFT calculation (the ωB97M-V functional and the def2-TZVPD basis) of a cluster of 2 separate species, C8H16N2 in total at a distorted geometry.

* HOMO: -8.1 eV
* structure (SMILES): CCc1c[nH]cn1.CCC
* relative energy (zero: lowest compared OMol25 entry of this formula, charge and spin): 56.0 kcal per mole

Each line ends with the natural charge from an NBO analysis.
Positions of all 26 atoms, in Å:
H: -2.14 0.94 -1.26  0.205
H: -0.29 -1.15 3.49  0.196
C: -0.47 2.50 -0.30  -0.605
C: 1.33 0.08 1.02  -0.137
C: -0.24 -2.38 -1.56  -0.627
C: 0.17 -0.96 2.53  0.150
H: -0.05 1.52 -0.44  0.205
C: -1.82 1.42 -2.15  -0.609
H: -1.07 0.85 -2.66  0.204
H: -0.75 -2.93 -0.71  0.228
C: -1.26 2.85 -1.69  -0.386
H: -2.53 1.54 -2.90  0.203
H: 2.16 0.62 0.67  0.205
N: 1.04 0.11 2.37  -0.531
N: 0.09 -1.79 1.44  -0.453
H: -1.88 3.59 -1.38  0.198
H: 1.85 -2.26 -0.90  0.215
H: -1.08 -1.80 -1.85  0.204
H: 1.26 -0.73 -1.51  0.211
H: -1.07 2.42 0.56  0.195
H: -0.36 3.11 -2.24  0.195
C: 0.74 -1.13 0.47  0.116
C: 0.99 -1.54 -0.94  -0.424
H: 0.25 3.24 -0.28  0.193
H: -0.09 -3.13 -2.40  0.213
H: 1.35 0.97 2.86  0.438


2.
The following is a DFT calculation (the ωB97M-V functional and the def2-TZVPD basis) of a structure of composition C21H26N2O3 at a distorted geometry.

* HOMO: -7.1 eV
* relative energy (zero: lowest compared OMol25 entry of this formula, charge and spin): 495.7 kcal per mole

Each line ends with the natural charge from an NBO analysis.
Positions of all 52 atoms, in Å:
C: -3.86 2.71 0.81  -0.022
H: 5.72 1.48 -0.26  0.178
H: -4.13 3.05 1.67  0.185
O: -4.15 1.11 0.89  -0.587
H: 3.96 -0.82 1.68  0.202
C: 2.67 0.99 0.39  0.200
H: -3.07 -2.34 3.25  0.220
C: -4.87 0.87 -1.55  -0.279
C: -4.48 -1.35 -2.41  -0.262
H: -5.52 0.42 -3.50  0.178
H: -1.96 -3.64 2.81  0.212
H: -4.47 3.02 0.07  0.186
C: -2.22 -2.67 2.74  -0.605
C: 2.00 2.10 0.27  -0.287
C: -4.30 0.44 -0.36  0.262
C: -5.03 -0.12 -2.36  -0.150
H: 2.58 3.10 0.02  0.187
H: -0.48 -0.54 1.40  0.180
H: 5.44 0.73 -2.81  0.192
H: -1.56 -1.94 2.91  0.206
O: -1.87 3.85 0.10  -0.748
C: 0.72 2.26 0.34  -0.156
H: 5.50 -0.37 1.08  0.197
N: 3.87 0.73 0.59  -0.387
H: -2.24 0.89 1.40  0.466
H: 3.80 0.15 -1.98  0.234
C: 4.82 0.10 -1.85  -0.426
H: -4.33 -1.99 -3.33  0.226
C: 1.63 -0.06 0.96  -0.316
C: 4.73 1.42 -0.90  -0.083
H: -1.84 -2.71 0.43  0.184
C: -2.28 2.53 0.39  0.635
H: -3.31 -2.82 -1.23  0.222
C: 5.44 -0.89 -1.44  -0.411
H: 5.37 -1.82 -2.24  0.227
H: 6.48 -0.70 -1.05  0.216
C: 4.51 -1.65 -0.13  -0.392
C: -3.78 -1.89 -1.45  -0.243
O: -2.93 -1.11 0.95  -0.544
H: 0.39 3.33 0.24  0.256
H: 3.56 -1.98 -0.61  0.216
C: 4.55 -0.60 0.94  -0.209
C: -3.65 -0.91 -0.23  0.269
H: 1.99 -1.00 1.11  0.182
H: -5.32 1.70 -1.46  0.209
H: 5.08 -2.49 0.16  0.210
H: -3.41 -3.36 1.03  0.176
C: -2.54 -2.55 1.19  -0.051
H: 4.39 2.22 -0.99  0.131
N: -1.59 1.60 0.68  -0.567
C: -0.27 1.38 0.80  0.013
C: 0.27 0.15 0.86  -0.130


3.
The following is a DFT calculation (the ωB97M-V functional and the def2-TZVPD basis) of the ion C5H10NO2 with charge -1 at a distorted geometry.

* HOMO: -3.7 eV
* structure (SMILES): CNCCCC(=O)[O-]
* relative energy (zero: lowest compared OMol25 entry of this formula, charge and spin): 31.4 kcal per mole
* net charge: -1

Each line ends with the natural charge from an NBO analysis.
Positions of all 18 atoms, in Å:
C: -0.35 -0.60 0.49  -0.400
H: -0.47 -1.39 1.25  0.183
H: 0.68 1.29 0.52  0.202
H: -1.33 -0.21 0.20  0.203
N: 0.52 0.46 2.58  -0.641
C: 0.25 -1.16 -0.84  -0.504
H: -1.17 1.09 3.80  0.174
H: 1.39 0.69 3.04  0.348
H: 1.68 -0.02 0.90  0.182
C: -0.53 1.39 2.96  -0.420
H: 1.32 -1.34 -0.75  0.191
C: -0.16 -0.38 -2.07  0.733
O: -0.59 -1.09 -3.03  -0.784
H: -0.25 2.43 3.17  0.162
O: 0.17 0.84 -2.17  -0.802
H: -1.29 1.38 2.18  0.205
H: -0.33 -2.07 -0.94  0.206
C: 0.68 0.38 1.13  -0.237


4.
The following is a DFT calculation (the ωB97M-V functional and the def2-TZVPD basis) of a cluster of 2 separate species, C3H11NO in total.

* HOMO: -9.8 eV
* structure (SMILES): NCO.CC
* relative energy (zero: lowest compared OMol25 entry of this formula, charge and spin): 20.0 kcal per mole

Each line ends with the natural charge from an NBO analysis.
Positions of all 16 atoms, in Å:
N: -3.14 -1.62 2.77  -0.853
C: -3.10 -0.18 2.84  0.095
H: 4.68 0.45 -2.13  0.203
H: -2.21 -2.02 2.73  0.364
O: -3.45 0.48 1.61  -0.725
H: -4.16 -0.01 1.19  0.458
H: 2.90 2.08 -2.63  0.199
H: -3.60 -1.95 1.93  0.356
C: 2.61 1.07 -2.31  -0.606
C: 3.77 0.12 -2.61  -0.604
H: -3.76 0.22 3.61  0.142
H: 3.53 -0.90 -2.28  0.199
H: 1.68 0.82 -2.84  0.204
H: -2.10 0.18 3.05  0.163
H: 2.40 1.19 -1.25  0.203
H: 3.96 0.06 -3.68  0.202


5.
The following is a DFT calculation (the ωB97M-V functional and the def2-TZVPD basis) of a cluster of 2 separate species, C2H2FO2P in total.

* HOMO (alpha / beta): -9.6 / -9.1 eV
* relative energy (zero: lowest compared OMol25 entry of this formula, charge and spin): 210.3 kcal per mole

Each line ends with the natural charge from an NBO analysis.
Positions of all 8 atoms, in Å:
O: -1.78 1.35 0.04  -0.421
H: 2.58 -0.51 -0.96  -0.003
P: 1.72 -0.58 0.14  0.481
F: -1.76 -1.23 0.09  -0.114
O: -2.90 -0.51 0.03  0.049
C: -0.70 0.91 -0.05  0.583
H: 2.42 0.20 1.06  -0.005
C: 0.41 0.37 -0.35  -0.570


6.
The following is a DFT calculation (the ωB97M-V functional and the def2-TZVPD basis) of a cluster of 2 separate species, C3H9NO3 in total at a distorted geometry.

* HOMO: -8.8 eV
* structure (SMILES): CNCC(=O)O.O
* relative energy (zero: lowest compared OMol25 entry of this formula, charge and spin): 62.7 kcal per mole

Each line ends with the natural charge from an NBO analysis.
Positions of all 16 atoms, in Å:
O: 0.71 2.40 -1.98  -0.574
H: -0.55 -2.29 5.78  0.464
H: -0.19 -3.77 6.00  0.467
C: -1.00 0.71 -1.42  -0.299
H: -1.60 1.25 -0.71  0.182
H: 1.37 0.95 0.64  0.199
C: 1.23 0.01 -0.05  -0.426
H: -0.17 1.82 -4.38  0.514
O: 0.17 -2.86 5.60  -0.930
N: -0.05 -0.22 -0.90  -0.647
H: -0.66 -0.93 -0.42  0.362
H: 2.15 0.04 -0.69  0.200
O: -0.85 1.91 -3.59  -0.720
H: 1.42 -0.95 0.54  0.205
C: -0.27 1.78 -2.38  0.796
H: -1.73 0.16 -2.04  0.209